{"formula": "C6H15P", "method": "wB97M-V/def2-TZVPD", "gap_ev": 10.1, "charge": 0, "smiles": "CC(C)C[C@H](C)P", "elements": ["H", "H", "H", "P", "H", "H", "H", "C", "H", "C", "H", "H", "H", "H", "H", "H", "H", "H", "C", "C", "C", "C"], "xyz": [[1.5785, 2.1211, 1.2665], [-1.1795, -1.9854, 0.9182], [0.2808, 0.3358, -1.6198], [2.9774, -0.8058, -0.1300], [1.0276, -0.1295, 1.2954], [-1.2302, 0.7665, 0.5830], [3.2875, -0.3997, -1.4747], [0.1350, -0.3327, -0.6459], [-2.3912, -1.1810, -1.7125], [1.4670, 1.6253, 0.2842], [3.7314, 0.1968, 0.3452], [0.3483, -1.4529, -0.8429], [0.5751, 2.0004, -0.1076], [-3.2529, -0.3015, -0.4867], [-2.4671, -0.9851, 1.6803], [-2.2834, 0.5722, -1.7776], [2.2403, 2.0996, -0.2337], [-0.9523, -0.8446, 2.1590], [-1.5061, -1.0432, 1.2488], [1.3160, 0.1049, 0.2048], [-1.3223, -0.1271, 0.0882], [-2.3798, -0.2343, -1.0424]]}

***

{"formula": "C10H30BeNO13", "method": "wB97M-V/def2-TZVPD", "gap_ev": 1.7, "charge": 1, "elements": ["H", "H", "C", "H", "H", "O", "O", "O", "O", "N", "H", "H", "H", "H", "H", "H", "H", "H", "H", "C", "Be", "O", "C", "H", "H", "H", "O", "O", "H", "H", "H", "O", "O", "H", "O", "C", "H", "C", "C", "O", "C", "H", "C", "O", "H", "H", "H", "H", "O", "H", "C", "H", "H", "H", "C"], "xyz": [[-3.2780, -15.5142, -2.3607], [4.0822, -16.5110, -16.7769], [1.2950, -9.4818, -14.0780], [-3.9899, -7.9666, -7.0257], [3.6841, -17.5798, -13.8891], [4.9609, -21.5317, -9.8164], [1.3187, -12.6920, -9.4409], [0.3853, -9.2588, -13.0185], [2.4525, -18.3150, -15.3140], [1.7277, -13.8816, -9.4063], [6.1923, -20.0009, -9.8581], [-1.7501, -14.1684, -5.3423], [4.5179, -18.4722, -15.0491], [4.8936, -18.3136, -9.4282], [3.0949, -15.4129, -14.4424], [3.6270, -19.3112, -10.0690], [1.4333, -8.5190, -14.5700], [3.3748, -10.0003, -14.4733], [-3.4465, -6.4184, -9.7437], [5.3568, -20.3589, -9.2565], [1.1897, -8.1669, -9.2331], [3.5890, -19.0585, -8.0675], [-3.7130, -8.0272, -8.0782], [4.1749, -9.0954, -12.5457], [-4.0545, -15.3504, -3.9644], [-1.5217, -13.7989, -2.9792], [-2.1519, -6.1316, -8.1661], [-2.6634, -8.9048, -8.3235], [-0.4698, -9.0589, -13.4064], [3.1747, -18.2107, -8.2439], [0.6784, -10.1133, -14.7176], [-2.3273, -13.5111, -4.9467], [2.1981, -14.3923, -10.3669], [-4.6449, -8.5084, -8.3754], [3.2159, -9.0930, -12.5890], [2.6866, -9.8853, -13.6359], [-2.3109, -5.5183, -7.4449], [-2.4643, -13.8520, -3.5238], [-3.4112, -6.6101, -8.6713], [3.4265, -15.2831, -15.3339], [4.3232, -19.2221, -9.2351], [5.1834, -16.3155, -15.4687], [3.7045, -17.7514, -14.9654], [1.5497, -14.4786, -8.3370], [-3.1927, -13.1509, -3.1164], [-4.1489, -5.9184, -8.2647], [-2.6040, -17.1042, -3.7783], [2.6139, -10.8845, -13.2065], [-2.1872, -16.2421, -3.8464], [5.7034, -22.1316, -9.9182], [4.1250, -16.4545, -15.6892], [5.7381, -20.4848, -8.2432], [2.3063, -19.1889, -14.9446], [-2.6893, -9.6781, -7.7552], [-3.1144, -15.2940, -3.4156]]}

***

{"formula": "C23H32Br2F4N10O4S", "method": "wB97M-V/def2-TZVPD", "gap_ev": 8.4, "charge": 0, "elements": ["Br", "H", "N", "H", "F", "H", "H", "C", "H", "H", "H", "C", "H", "N", "H", "F", "H", "C", "N", "H", "C", "Br", "H", "H", "N", "C", "H", "H", "O", "N", "C", "H", "C", "C", "H", "F", "C", "C", "H", "C", "H", "N", "H", "C", "F", "C", "H", "H", "H", "C", "C", "N", "C", "H", "H", "H", "H", "H", "H", "C", "C", "O", "H", "C", "C", "C", "C", "N", "H", "O", "C", "N", "H", "O", "N", "S"], "xyz": [[-2.8659, -0.7459, -4.4992], [-2.1581, -2.3699, -9.2901], [-4.7079, 2.8000, -2.8425], [-1.7662, -3.8144, 6.4885], [0.4341, 2.4425, 1.5482], [2.5017, -5.7194, 3.1764], [6.7066, 10.3549, 4.2352], [4.3759, -7.4163, 3.6592], [0.2836, 1.1830, -3.3734], [0.5157, -5.7339, -7.7087], [-1.8782, -0.9336, -1.3012], [-1.9855, 1.3335, 0.1131], [5.6199, 10.5917, 2.8540], [-2.9236, -6.3805, 5.0406], [2.6487, -4.2418, 2.2131], [0.7733, 4.5289, 1.2556], [2.5271, 6.7740, 2.4564], [7.3784, 11.7597, 2.8095], [0.0767, -3.8789, 4.0085], [-6.2962, 5.4033, -2.0141], [-2.8044, -4.0797, 6.2962], [-3.8487, 0.6155, -2.0945], [3.4523, 5.2906, 2.1575], [-3.3362, -4.1531, 7.2438], [4.5969, -6.8916, 2.6698], [-2.1093, -3.2380, 0.8408], [1.4746, -5.9269, -6.2286], [-0.4701, 0.8868, -4.9804], [-1.9289, 4.7768, 1.4502], [-1.2164, -0.4197, -6.9949], [3.3636, 6.1664, 2.7983], [-5.1888, 5.0416, -0.6750], [-0.6823, 1.0545, -3.9058], [0.9383, -5.2124, -6.8510], [-3.2311, -2.8043, 2.5729], [0.8300, 3.2820, -0.4656], [-2.2099, -2.5088, -8.2107], [-0.1403, -4.5781, -6.0688], [-1.3136, 1.9536, -3.7837], [0.8975, -4.3677, 3.3837], [3.1739, 5.8421, 3.8203], [-1.9398, -3.1523, -0.2847], [-3.2629, -3.3003, 5.6897], [-2.8711, -5.3790, 5.5850], [-0.0329, 0.6689, -0.8135], [-2.3262, -3.3446, 2.2946], [-6.7218, 4.1589, -0.8226], [7.1187, 9.6696, 2.6540], [1.5133, -5.5130, 1.7218], [-1.9715, 0.0412, -1.8478], [0.2294, 3.4348, 0.7004], [5.5735, 7.5628, 2.7051], [-1.3480, -0.2308, -3.3212], [-1.6460, -3.3965, -7.9363], [1.6349, -4.4528, -7.2031], [4.9859, -8.1090, 5.5564], [-1.4827, -2.9196, 2.8271], [-0.6490, -1.0863, -3.3213], [-2.4348, -4.3909, 2.5783], [-1.6487, -1.3300, -7.5277], [-5.2341, 3.5912, -2.2064], [-2.0424, 0.4444, 0.8686], [-3.2503, -2.6444, -7.9176], [4.6097, 6.9539, 2.7458], [-5.9019, 4.6122, -1.3781], [6.6619, 10.5169, 3.1594], [1.9562, -5.0001, 2.5743], [-0.9733, -4.0869, -5.4623], [3.7710, -9.1189, 4.7486], [-1.7249, 4.4981, -0.8709], [4.0901, -8.0952, 4.9376], [7.9321, 12.7202, 2.5388], [3.2984, -7.5671, 5.4678], [-2.5590, 2.5533, 0.5250], [-1.2984, 1.1696, -1.1720], [-1.5625, 3.8553, 0.4038]]}

***

{"formula": "CH4ClN2O", "method": "wB97M-V/def2-TZVPD", "gap_ev": 9.2, "charge": 1, "elements": ["C", "H", "Cl", "N", "O", "H", "H", "H", "N"], "xyz": [[-1.6707, 0.4002, -0.7076], [2.0205, -0.1644, 0.7622], [-3.2543, 0.3049, -0.0409], [1.4193, 0.1824, -0.0173], [0.4396, -0.7755, -0.3043], [-1.4108, -0.9363, 0.8494], [1.2852, 1.1895, 0.2757], [2.1422, 0.2345, -0.8174], [-0.9712, -0.4354, 0.0002]]}

***

{"formula": "C3HN2O2", "method": "wB97M-V/def2-TZVPD", "gap_ev": 9.6, "charge": 1, "elements": ["C", "C", "O", "C", "N", "O", "H", "N"], "xyz": [[3.8556, -2.4605, 1.4457], [3.5800, -0.3000, 0.4622], [3.9888, -3.3680, 2.0886], [0.7721, -0.1134, 0.1312], [-0.2700, 0.2585, -0.2167], [1.7770, -0.6229, 0.4426], [-0.7862, 1.1195, -0.2554], [3.9778, -1.3687, 0.8581]]}

***

{"formula": "CH6OS2", "method": "wB97M-V/def2-TZVPD", "gap_ev": 9.8, "charge": 0, "smiles": "CO.SS", "elements": ["H", "C", "H", "S", "H", "H", "H", "O", "H", "S"], "xyz": [[-0.3483, -1.8911, -0.6309], [0.5024, -1.7022, 1.1379], [-1.1395, 1.3433, -1.9262], [-1.5422, 2.3039, -1.0687], [-0.0247, -0.7405, 1.1504], [1.6030, -1.6251, 0.8914], [0.5412, -2.3365, 2.0132], [-0.1134, -2.4744, 0.1151], [0.2070, 4.1200, -1.2030], [0.3146, 3.0026, -0.4792]]}

***

Copy entry 4 word for word.
{"formula": "CH4ClN2O", "method": "wB97M-V/def2-TZVPD", "gap_ev": 9.2, "charge": 1, "elements": ["C", "H", "Cl", "N", "O", "H", "H", "H", "N"], "xyz": [[-1.6707, 0.4002, -0.7076], [2.0205, -0.1644, 0.7622], [-3.2543, 0.3049, -0.0409], [1.4193, 0.1824, -0.0173], [0.4396, -0.7755, -0.3043], [-1.4108, -0.9363, 0.8494], [1.2852, 1.1895, 0.2757], [2.1422, 0.2345, -0.8174], [-0.9712, -0.4354, 0.0002]]}